This record from the Open Molecules 2025 dataset describes a 12-piece molecular cluster, C37H95N19O13 overall in a non-equilibrium geometry. The level of theory is wB97M-V/def2-TZVPD.

Positions of all 164 atoms, in Å:
1 C -6.08452 2.78317 30.38635
2 C -7.00970 2.91520 31.62256
3 C -7.83391 4.15395 31.23218
4 C -9.15138 4.30171 31.92532
5 C -10.07529 3.13701 31.71745
6 C -9.33698 1.84511 32.18883
7 N -7.94759 1.73914 31.67373
8 O -7.30119 0.50552 31.83880
9 C -9.34162 1.80420 33.72212
10 C -10.26152 0.70222 31.65725
11 C -6.08978 3.18294 32.86902
12 H -5.38574 3.61716 30.32084
13 H -6.65028 2.75048 29.45524
14 H -5.55908 1.83363 30.48827
15 H -7.45667 5.10892 31.59797
16 H -7.89465 4.41257 30.17505
17 H -9.72202 5.12203 31.48993
18 H -9.04121 4.71706 32.92705
19 H -10.38770 3.04721 30.67705
20 H -11.02275 3.47950 32.13354
21 H -10.38948 1.93477 33.99236
22 H -9.03423 0.80483 34.03014
23 H -8.63215 2.51005 34.15401
24 H -10.11331 0.60898 30.58141
25 H -10.11867 -0.30052 32.05999
26 H -11.29878 0.97208 31.85569
27 H -5.72077 2.26773 33.33196
28 H -6.72998 3.64831 33.61846
29 H -5.19441 3.72466 32.56412
30 H -7.59930 0.05283 31.04646
31 C 3.21363 1.28694 29.77380
32 C 3.77345 0.43089 30.93264
33 C 4.05451 1.39283 32.11661
34 C 4.20142 0.83537 33.45829
35 C 3.02089 -0.14160 33.76154
36 C 2.77276 -1.27193 32.61983
37 N 2.84812 -0.61753 31.28337
38 O 2.59901 -1.49750 30.19165
39 C 3.83270 -2.40590 32.77632
40 C 1.32724 -1.85753 32.77693
41 C 5.15459 -0.17327 30.47523
42 H 4.04048 1.92697 29.46597
43 H 2.48235 1.99150 30.16993
44 H 2.72591 0.79201 28.93399
45 H 4.94375 2.01471 32.01355
46 H 3.17981 2.04227 32.15151
47 H 4.26386 1.66931 34.15738
48 H 5.19305 0.38375 33.48686
49 H 2.10433 0.43946 33.86359
50 H 3.15973 -0.65841 34.71113
51 H 4.88689 -2.12881 32.77982
52 H 3.60791 -3.01407 33.65251
53 H 3.66036 -3.09928 31.95315
54 H 0.58694 -1.05950 32.72043
55 H 1.05605 -2.55344 31.98304
56 H 1.12297 -2.39562 33.70258
57 H 5.54797 -0.98704 31.08443
58 H 5.95889 0.55706 30.56363
59 H 4.90778 -0.51216 29.46908
60 H 3.37215 -2.06368 30.24897
61 C -5.06543 -17.91605 25.06011
62 C -5.88053 -18.17164 26.37575
63 C -6.37111 -16.74553 26.82534
64 C -7.36477 -16.77253 27.95465
65 C -8.53214 -17.61552 27.59183
66 C -8.18990 -19.09669 27.21728
67 N -6.98639 -19.05896 26.28849
68 O -6.70878 -20.31325 25.67750
69 C -7.85150 -19.86012 28.53722
70 C -9.50907 -19.73936 26.59103
71 C -4.84667 -18.64838 27.42642
72 H -5.63348 -17.25178 24.40883
73 H -4.80799 -18.91150 24.69827
74 H -4.11309 -17.43552 25.28426
75 H -5.56474 -16.11851 27.20576
76 H -6.67103 -16.12629 25.97996
77 H -7.63102 -15.72957 28.12630
78 H -6.94263 -17.12071 28.89733
79 H -8.97504 -17.15082 26.71093
80 H -9.20931 -17.47320 28.43402
81 H -7.12035 -19.32967 29.14727
82 H -8.69143 -20.18456 29.15151
83 H -7.35087 -20.77909 28.23232
84 H -10.41785 -19.23474 26.91901
85 H -9.41279 -19.47626 25.53765
86 H -9.70106 -20.81090 26.64609
87 H -5.13092 -18.81149 28.46599
88 H -3.98503 -17.98352 27.48668
89 H -4.39294 -19.62188 27.24058
90 H -6.45041 -20.81151 26.45633
91 C -1.69035 -11.64377 34.10578
92 C -1.61423 -13.08420 33.58264
93 O -1.77403 -13.94607 34.71519
94 O -0.65998 -11.37334 35.13470
95 H -2.63757 -11.64806 34.64512
96 H -1.70396 -11.02618 33.20773
97 H -0.69368 -13.31628 33.04707
98 H -2.42390 -13.24849 32.87163
99 H -1.08186 -13.79347 35.36266
100 H -0.88989 -11.83615 35.94373
101 C -15.06022 -7.88379 35.31893
102 O -15.62243 -7.73547 36.39713
103 N -15.40093 -8.80677 34.50996
104 N -13.96063 -7.30469 34.96726
105 H -14.75343 -9.04356 33.77185
106 H -16.21752 -9.27829 34.87182
107 H -13.55654 -6.68455 35.65446
108 H -13.42243 -7.66681 34.19310
109 C -15.28471 -13.03653 28.29199
110 O -14.78096 -12.84993 29.37847
111 N -15.07521 -12.13193 27.42279
112 N -16.02730 -14.02696 27.91408
113 H -15.58533 -12.24828 26.55888
114 H -14.79389 -11.19415 27.67082
115 H -16.24470 -14.15817 26.93652
116 H -16.05971 -14.77876 28.58776
117 C -7.46030 -6.88314 29.48157
118 O -7.31791 -5.97994 28.71221
119 N -6.92807 -6.98427 30.60866
120 N -8.31012 -7.83870 29.30249
121 H -7.22557 -7.63537 31.32117
122 H -6.30199 -6.26349 30.93824
123 H -8.42516 -8.54116 30.01903
124 H -8.94418 -7.74987 28.52136
125 C -9.37011 -8.81087 21.93915
126 O -10.16039 -7.91769 22.40086
127 N -8.09417 -8.72299 21.96520
128 N -9.65748 -9.92538 21.45917
129 H -7.49083 -9.48266 21.68419
130 H -7.68642 -7.89381 22.37300
131 H -10.61914 -9.97403 21.15431
132 H -8.92725 -10.55104 21.15027
133 C -8.52023 -13.24547 35.27389
134 O -8.07537 -12.39902 34.52131
135 N -9.79557 -13.50865 35.35324
136 N -7.81610 -13.82433 36.23120
137 H -10.24138 -14.07876 36.05776
138 H -10.29020 -13.65121 34.48426
139 H -8.22689 -14.65972 36.62298
140 H -6.81932 -13.76460 36.07966
141 C -2.47710 -1.47317 23.45893
142 O -3.48840 -1.09085 22.79476
143 N -1.23068 -1.27087 22.97394
144 N -2.52392 -1.93857 24.63808
145 H -0.46287 -1.52486 23.57897
146 H -1.11677 -0.90155 22.04082
147 H -3.40265 -2.07216 25.11775
148 H -1.69455 -1.87496 25.21099
149 C -6.61254 -5.69101 38.29164
150 O -7.74605 -5.37755 38.25838
151 N -6.04250 -6.39386 39.24409
152 N -5.71041 -5.29215 37.43126
153 H -5.03791 -6.48156 39.18750
154 H -6.57163 -6.87993 39.95392
155 H -4.72211 -5.43724 37.58061
156 H -6.13572 -4.77624 36.67426
157 C -16.45549 -4.80725 28.99446
158 O -15.54165 -5.50578 28.66835
159 N -16.63514 -3.60218 28.59027
160 N -17.39394 -5.21348 29.73792
161 H -17.19062 -2.95899 29.13602
162 H -15.93078 -3.19035 27.99498
163 H -17.34826 -6.22170 29.69909
164 H -18.22238 -4.63827 29.68405

Computed properties:
- multiplicity = 1
- orbital gap (eV) = 8.06
- SMILES = CC1(C)CCCC(C)(C)N1O.CC1(C)CCCC(C)(C)N1O.CC1(C)CCCC(C)(C)N1O.NC(N)=O.NC(N)=O.NC(N)=O.NC(N)=O.NC(N)=O.NC(N)=O.NC(N)=O.NC(N)=O.OCCO
- lowest unoccupied orbital energy (Ha) = 0.01018
- molecular weight (g/mol) = 1014.29